[1]
The following is a quantum chemistry calculation of a structure of composition C41H102BaN6O14Zn at a distorted geometry, from the OMol25 dataset.

Results
**⟨S²⟩**: 0.7517
**HOMO-LUMO gap (alpha / beta)**: 3.614 / 7.481 eV
**Highest occupied orbital energy (alpha / beta)**: -6.018 / -9.931 eV
**LUMO level (alpha / beta)**: -2.40 / -2.45 eV

Geometry as ORCA input:
```
! wB97M-V def2-TZVPD RIJCOSX def2/J DEFGRID3
* xyz 1 2
Ba -0.255 3.408 -2.826
Zn 2.830 0.940 -2.640
C 3.755 4.675 -4.214
C 3.677 4.029 -2.855
O 2.656 3.101 -2.810
H 2.869 5.144 -4.642
H 4.051 3.941 -4.964
H 4.530 5.436 -4.118
H 3.533 4.801 -2.099
H 4.635 3.537 -2.686
C 0.659 -1.062 -0.325
C 0.067 0.046 -1.132
C -0.736 0.923 -0.244
O 0.945 0.846 -1.904
H 1.232 -1.672 -1.023
H 0.080 -1.720 0.323
H 1.304 -0.780 0.507
H -0.579 -0.633 -1.688
H -0.984 1.866 -0.732
H -0.219 1.202 0.674
H -1.641 0.449 0.136
C 3.006 0.994 3.383
O 3.368 0.538 2.068
C 3.503 1.742 1.167
C 4.354 1.392 -0.020
N 3.608 0.403 -0.768
C 4.553 -0.739 -1.141
C 5.631 -0.350 -2.278
O 5.073 0.600 -3.094
C 6.034 1.256 -3.933
H 3.866 1.421 3.899
H 2.763 0.089 3.939
H 2.130 1.644 3.397
H 4.023 2.494 1.761
H 2.580 2.162 0.768
H 5.380 1.189 0.286
H 4.456 2.349 -0.531
H 3.245 0.180 0.147
H 3.927 -1.539 -1.536
H 4.808 -1.213 -0.193
H 5.959 -1.173 -2.913
H 6.607 -0.021 -1.920
H 6.595 0.571 -4.568
H 6.747 1.802 -3.315
H 5.451 1.984 -4.498
C -0.467 -6.495 -4.329
O -0.236 -5.789 -3.091
C -0.757 -4.494 -3.121
C -1.353 -4.040 -1.654
N -2.741 -4.450 -1.354
C -2.900 -5.932 -1.312
C -1.854 -6.759 -0.397
O -2.158 -6.623 1.030
C -1.764 -5.416 1.668
H -1.501 -6.800 -4.490
H 0.242 -7.318 -4.422
H -0.279 -5.820 -5.164
H -1.547 -4.250 -3.831
H 0.057 -3.806 -3.346
H -1.270 -2.961 -1.523
H -0.769 -4.483 -0.847
H -2.929 -4.015 -0.462
H -3.170 -6.426 -2.246
H -3.851 -6.010 -0.785
H -0.799 -6.654 -0.651
H -2.101 -7.725 -0.837
H -1.903 -4.538 1.037
H -0.676 -5.408 1.729
H -2.286 -5.426 2.625
C 0.377 6.802 -4.426
O 0.252 5.359 -4.599
C 0.563 5.017 -6.029
C 0.686 3.441 -6.261
N -0.483 2.842 -5.703
C -0.452 1.314 -5.752
C -1.712 0.702 -5.216
O -1.856 1.234 -3.869
C -2.802 0.413 -3.236
H 0.059 7.110 -3.430
H -0.380 7.192 -5.106
H 1.402 7.162 -4.514
H 1.520 5.470 -6.287
H -0.206 5.365 -6.718
H 1.616 3.084 -5.820
H 0.803 3.140 -7.302
H -1.245 3.087 -6.319
H 0.438 0.993 -5.211
H -0.154 0.926 -6.726
H -1.684 -0.386 -5.281
H -2.532 1.053 -5.843
H -2.876 0.803 -2.221
H -2.512 -0.627 -3.091
H -3.820 0.391 -3.628
C -4.065 2.375 0.197
O -3.023 3.250 0.719
C -2.594 3.008 2.090
C -1.874 4.197 2.806
N -2.755 5.344 2.754
C -2.146 6.614 3.364
C -2.967 7.889 3.186
O -3.364 8.158 1.851
C -4.383 9.163 1.747
H -4.391 2.731 -0.780
H -4.955 2.374 0.827
H -3.734 1.336 0.209
H -1.881 2.191 1.983
H -3.469 2.674 2.648
H -0.988 4.378 2.198
H -1.577 3.754 3.757
H -3.669 5.199 3.159
H -1.185 6.583 2.852
H -1.953 6.423 4.420
H -2.247 8.695 3.327
H -3.741 8.073 3.932
H -5.391 8.755 1.832
H -4.215 9.521 0.731
H -4.250 10.101 2.287
C -3.908 -1.781 0.050
O -3.104 -1.196 1.129
C -3.474 -1.614 2.503
C -2.915 -0.467 3.441
N -2.920 -0.888 4.800
C -4.267 -0.554 5.422
C -4.515 -1.392 6.642
O -3.553 -1.066 7.649
C -3.535 -1.910 8.822
H -4.803 -1.218 -0.214
H -4.135 -2.833 0.220
H -3.315 -1.643 -0.854
H -3.000 -2.540 2.830
H -4.504 -1.914 2.696
H -3.519 0.412 3.217
H -1.892 -0.261 3.129
H -2.124 -0.588 5.344
H -5.104 -0.780 4.761
H -4.173 0.520 5.583
H -4.436 -2.439 6.350
H -5.498 -1.355 7.113
H -3.209 -2.882 8.452
H -4.469 -2.180 9.313
H -2.766 -1.559 9.511
C 0.107 -2.568 5.058
O 0.978 -2.165 4.041
C 1.768 -3.268 3.611
C 2.907 -2.818 2.614
N 3.769 -3.853 2.050
C 3.174 -4.622 0.984
C 4.300 -5.462 0.373
O 5.288 -4.774 -0.255
C 6.361 -5.484 -0.748
H -0.095 -1.645 5.601
H 0.547 -3.129 5.883
H -0.732 -3.173 4.713
H 1.097 -3.987 3.142
H 2.291 -3.698 4.465
H 3.454 -2.025 3.124
H 2.505 -2.286 1.751
H 4.607 -3.492 1.618
H 2.627 -4.089 0.207
H 2.490 -5.362 1.399
H 3.700 -6.049 -0.322
H 4.783 -6.209 1.003
H 6.298 -6.554 -0.554
H 7.240 -4.937 -0.408
H 6.422 -5.518 -1.836
*
```



[2]
The following is a quantum chemistry calculation of a cluster of 9 separate species, C41H106B2F8N7O5 in total at a distorted geometry, from the OMol25 dataset.

Results
**Relative energy (zero: lowest compared OMol25 entry of this formula, charge and spin)**: 137.3 kcal per mole
**HOMO-LUMO gap**: 7.397 eV
**Highest occupied orbital energy**: -15.101 eV
**LUMO level**: -7.70 eV

Geometry as ORCA input:
```
! wB97M-V def2-TZVPD RIJCOSX def2/J DEFGRID3
* xyz 5 1
C 0.311 -2.781 5.274
C 0.438 -3.383 6.747
C 1.820 -3.203 7.224
N 2.080 -3.882 8.633
C 1.143 -3.252 9.676
C 1.823 -5.445 8.621
C 3.023 -6.059 9.194
C 3.640 -4.983 10.020
C 3.445 -3.733 9.253
H -0.496 -3.158 4.646
H 1.141 -3.111 4.649
H 0.166 -1.701 5.248
H 0.066 -4.386 6.952
H -0.230 -2.751 7.332
H 2.096 -2.221 7.607
H 2.572 -3.778 6.682
H 1.082 -2.165 9.628
H 1.570 -3.494 10.649
H 0.170 -3.742 9.639
H 1.023 -5.690 9.319
H 1.654 -5.778 7.597
H 2.791 -6.921 9.819
H 3.480 -6.570 8.347
H 3.137 -5.077 10.982
H 4.682 -5.239 10.213
H 3.573 -2.808 9.815
H 4.003 -3.850 8.324
C 6.339 4.479 -2.513
C 5.726 4.597 -1.093
C 6.538 3.778 -0.119
N 6.409 3.949 1.364
C 4.932 3.739 1.809
C 6.786 5.398 1.814
C 7.258 5.246 3.208
C 7.807 3.864 3.418
C 7.312 3.024 2.180
H 7.352 4.865 -2.627
H 5.651 4.884 -3.254
H 6.528 3.435 -2.762
H 4.675 4.315 -1.159
H 5.949 5.621 -0.793
H 7.613 3.809 -0.296
H 6.327 2.709 -0.135
H 4.715 3.989 2.847
H 4.588 2.714 1.673
H 4.424 4.536 1.268
H 6.109 6.234 1.643
H 7.696 5.563 1.237
H 6.427 5.320 3.909
H 7.960 6.023 3.511
H 7.194 3.462 4.224
H 8.853 3.643 3.629
H 6.729 2.170 2.525
H 8.153 2.711 1.561
C -6.731 0.919 -1.634
N -8.208 1.275 -1.813
C -8.499 1.783 -3.287
C -9.069 -0.045 -1.639
C -8.618 2.383 -0.772
C -10.098 2.528 -0.450
O -10.642 3.128 -1.585
H -6.152 1.756 -2.024
H -6.554 0.109 -2.341
H -6.479 0.576 -0.630
H -7.761 2.552 -3.515
H -9.514 2.164 -3.181
H -8.502 0.942 -3.981
H -10.084 0.152 -1.983
H -8.989 -0.363 -0.599
H -8.733 -0.836 -2.309
H -8.312 3.351 -1.170
H -7.923 2.058 0.001
H -10.173 3.241 0.371
H -10.730 1.674 -0.206
H -11.231 2.487 -1.989
C -3.290 6.230 5.494
N -2.343 5.865 4.326
C -3.074 4.987 3.296
C -1.883 7.191 3.583
C -0.987 5.158 4.837
C -0.213 5.985 5.883
O -0.245 5.399 7.151
H -4.120 6.795 5.069
H -2.747 6.849 6.208
H -3.683 5.326 5.959
H -2.494 4.895 2.378
H -4.020 5.428 2.984
H -3.281 4.040 3.794
H -2.796 7.716 3.301
H -1.321 6.719 2.777
H -1.141 7.708 4.192
H -0.470 5.172 3.878
H -1.341 4.180 5.165
H -0.747 6.924 6.032
H 0.705 6.475 5.559
H 0.499 4.802 7.259
C 5.946 -4.830 -5.421
N 4.859 -4.172 -4.539
C 4.699 -4.780 -3.192
C 5.395 -2.683 -4.333
C 3.467 -4.130 -5.364
C 2.777 -5.492 -5.586
O 2.300 -5.975 -4.372
H 5.623 -5.865 -5.534
H 6.965 -4.729 -5.048
H 5.949 -4.365 -6.406
H 4.817 -5.815 -3.512
H 3.685 -4.706 -2.800
H 5.511 -4.534 -2.507
H 6.318 -2.652 -3.753
H 4.533 -2.175 -3.901
H 5.688 -2.379 -5.338
H 3.749 -3.638 -6.295
H 2.754 -3.494 -4.840
H 3.369 -6.064 -6.300
H 1.811 -5.424 -6.085
H 2.543 -6.902 -4.322
C -0.276 4.383 -9.253
N -0.677 3.503 -8.062
C -0.097 4.227 -6.782
C -2.209 3.444 -7.900
C -0.121 2.071 -8.159
C -0.447 1.326 -9.492
O -1.816 1.305 -9.843
H 0.777 4.149 -9.412
H -0.437 5.420 -8.958
H -0.936 3.967 -10.014
H -0.526 5.210 -6.589
H 0.940 4.538 -6.907
H 0.013 3.626 -5.880
H -2.548 4.434 -7.597
H -2.588 2.603 -7.319
H -2.613 3.296 -8.902
H -0.441 1.480 -7.301
H 0.961 2.161 -8.256
H -0.118 0.302 -9.316
H -0.039 1.718 -10.423
H -2.168 0.512 -9.431
C -3.551 -8.535 -2.643
N -3.257 -8.063 -1.205
C -3.218 -6.468 -1.229
C -4.400 -8.655 -0.370
C -1.939 -8.717 -0.696
C -1.202 -7.909 0.396
O -2.079 -7.692 1.429
H -4.508 -8.065 -2.870
H -3.619 -9.622 -2.695
H -2.744 -7.989 -3.131
H -2.341 -6.168 -1.802
H -2.925 -6.297 -0.193
H -4.236 -6.123 -1.413
H -4.153 -9.706 -0.223
H -5.350 -8.522 -0.888
H -4.479 -8.236 0.634
H -1.297 -8.875 -1.563
H -2.114 -9.705 -0.270
H -0.791 -6.983 -0.007
H -0.301 -8.449 0.685
H -2.116 -8.505 1.938
B -4.221 7.214 -2.942
F -3.084 7.824 -2.535
F -4.814 7.884 -3.990
F -3.934 5.876 -3.261
F -5.113 7.141 -1.855
B 0.026 0.781 -1.481
F -0.874 1.112 -2.437
F -0.126 -0.587 -1.200
F 1.229 1.042 -2.125
F -0.118 1.533 -0.358
*
```